Record 1
Below is a structure of composition C4H5LiO2Sm, with properties calculated with wB97M-V/def2-TZVPD.

Calculated values
- highest occupied orbital energy (alpha / beta) (eV) = -14.727 / -14.809
- expectation value of S² = 12.01
- E_LUMO (alpha / beta) (eV) = -8.9 / -8.8
- total charge = +2
- multiplicity = 7

```
13
Properties=species:S:1:pos:R:3:forces:R:3:mulliken_spin:R:1
H -0.917 -0.279 -1.780 -1.3 -1.3 4.1 0.00
C -0.603 -0.883 -0.573 1.1 1.9 -4.4 0.00
C -0.704 -0.583 0.891 -2.2 -0.1 0.1 0.00
C 0.394 0.395 1.313 0.9 0.4 0.2 -0.01
C 0.606 1.482 0.296 -0.9 0.1 -2.1 -0.02
O -0.352 1.421 -0.559 1.6 1.8 -0.8 -0.01
O 0.331 -1.560 -0.966 1.3 -1.7 -0.1 0.00
Li 1.042 -2.004 -2.668 -0.2 -0.5 0.6 0.00
Sm 1.072 2.906 -2.157 -0.8 -0.7 2.4 6.05
H -0.667 -1.529 1.453 0.3 0.2 -0.4 0.00
H -1.716 -0.191 1.073 0.4 0.2 0.1 0.00
H 1.367 -0.108 1.435 -0.3 0.1 0.3 0.00
H 0.147 0.933 2.241 0.1 -0.5 0.0 0.00
```
Positions in Å, forces in eV/Å.


Record 2
Below is a structure of composition C4H5MgO2Tl, with properties calculated with wB97M-V/def2-TZVPD.

Calculated values
- highest occupied orbital energy (eV) = -5.394
- E_LUMO (eV) = -0.4

```
13
Properties=species:S:1:pos:R:3:forces:R:3:lowdin_charge:R:1
H -0.247 -1.559 -1.958 0.3 0.1 0.1 0.10
C 0.496 -1.129 -1.270 -0.6 1.4 -0.6 -0.45
C 0.668 0.217 -1.252 0.3 -0.9 -0.4 -0.04
O 1.118 -1.988 -0.480 -0.1 -0.4 -0.9 -0.79
Mg 1.405 -4.005 -0.686 0.1 -0.4 0.0 0.43
H 0.207 0.822 -2.033 0.0 -0.1 0.5 0.05
H 1.454 0.664 -0.634 -0.2 0.0 -0.2 0.04
C -1.539 1.983 0.985 -0.4 0.3 1.1 0.04
C -0.984 1.225 1.916 1.0 -0.9 -1.9 -0.24
O -0.294 0.382 2.373 -1.6 1.6 0.9 -0.10
Tl 1.377 -1.305 1.592 1.1 -0.4 1.2 0.80
H -2.538 1.718 0.634 0.3 0.1 0.1 0.08
H -1.122 2.976 0.813 -0.2 -0.3 0.0 0.08
```
Positions in Å, forces in eV/Å.


Record 3
Below is a cluster of 2 separate species, C4H5N in total, with properties calculated with wB97M-V/def2-TZVPD.

Calculated values
- highest occupied orbital energy (alpha / beta) (eV) = -8.963 / -6.841
- E_LUMO (alpha / beta) (eV) = 0.1 / 0.0

```
10
Properties=species:S:1:pos:R:3:forces:R:3:lowdin_charge:R:1
C -1.234 -2.009 0.009 -0.4 -0.5 -0.2 0.12
C -1.427 -0.811 0.133 0.4 0.7 0.6 -0.18
C -1.495 0.501 0.236 0.4 -0.2 -1.1 -0.19
C 2.129 0.265 -0.039 0.2 3.1 -0.9 0.10
N -1.821 1.654 0.181 -1.4 0.5 0.9 0.16
H -0.807 -2.890 -0.370 0.3 -0.7 0.0 0.02
H 2.587 -0.002 0.854 1.2 0.5 1.4 -0.03
H 1.937 1.270 -0.501 0.7 -1.1 1.0 0.02
H 1.523 -0.471 -0.352 -2.1 -2.5 -1.5 -0.09
H -1.391 2.493 -0.152 0.8 0.1 -0.2 0.07
```
Positions in Å, forces in eV/Å.


Record 4
Below is a cluster of 2 separate species, C4H5N2 in total, with properties calculated with wB97M-V/def2-TZVPD.

Calculated values
- highest occupied orbital energy (eV) = -14.202
- E_LUMO (eV) = -7.5
- total charge = +1

```
11
Properties=species:S:1:pos:R:3:forces:R:3:lowdin_charge:R:1
C 1.073 -0.246 -0.966 -2.0 0.8 2.1 -0.13
C 2.138 0.343 -1.684 0.5 -0.6 -0.1 -0.24
C -2.918 -0.239 1.617 1.0 -0.8 0.0 0.11
C -1.756 -0.732 1.735 -0.5 0.7 0.8 0.35
N 2.684 1.421 -1.429 -1.1 1.5 1.9 0.18
N 0.272 -0.640 -0.241 -0.2 -0.2 -0.2 0.18
H 2.476 -0.388 -2.314 1.5 -1.6 -2.3 0.09
H -3.211 -0.036 0.593 -0.6 0.3 -0.3 0.14
H -3.543 -0.137 2.527 0.1 0.0 -0.5 0.16
H -0.756 -0.957 2.046 0.3 -0.3 -0.3 0.09
H 3.540 1.612 -1.883 1.0 0.1 -1.1 0.07
```
Positions in Å, forces in eV/Å.


Record 5
Below is the ion C4H5N2 with charge +1, with properties calculated with wB97M-V/def2-TZVPD.

Calculated values
- highest occupied orbital energy (alpha / beta) (eV) = -12.571 / -12.685
- E_LUMO (alpha / beta) (eV) = -5.5 / -5.1
- total charge = +1

```
11
Properties=species:S:1:pos:R:3:forces:R:3:lowdin_charge:R:1
C -0.905 1.659 -0.245 -0.4 2.0 0.9 -0.04
C -1.663 0.637 0.116 0.3 1.3 0.5 -0.04
C 0.406 1.237 -0.281 0.5 -0.1 -0.8 0.03
C 2.334 -0.254 0.028 0.5 -0.3 0.5 0.10
N 1.332 0.524 -0.063 -1.2 0.9 -0.2 0.06
N -1.831 -0.594 0.243 -2.0 0.0 4.2 0.21
H -1.262 2.713 -0.073 0.7 -1.1 -0.9 0.16
H 3.237 0.181 0.428 0.2 -0.4 0.1 0.10
H 2.159 -1.298 -0.196 0.4 0.0 -0.2 0.10
H -2.262 -0.816 1.201 0.6 -0.4 -2.0 0.20
H -1.822 -1.264 -0.449 0.2 -2.0 -1.9 0.12
```
Positions in Å, forces in eV/Å.


Record 6
Below is the ion C4H5N2O2 with charge -1, with properties calculated with wB97M-V/def2-TZVPD.

Calculated values
- highest occupied orbital energy (eV) = -3.226
- SMILES string = [O-][C@@H]1C=CC=NN1O
- E_LUMO (eV) = 4.1
- total charge = -1

```
13
Properties=species:S:1:pos:R:3:forces:R:3:lowdin_charge:R:1
O -1.650 0.815 1.375 0.0 -1.0 -0.9 -0.26
C -0.465 0.736 0.767 0.3 1.2 0.0 -0.52
C -0.324 0.909 -0.810 -1.6 1.5 3.0 -0.04
C 0.583 0.261 -1.534 -1.0 2.2 -1.9 -0.17
C 1.201 -0.886 -1.080 -0.6 0.6 2.8 -0.22
N 0.880 -1.336 0.105 -0.6 -0.9 1.1 0.02
N 0.225 -0.624 0.925 -2.1 -1.8 2.6 -0.07
O -0.624 -1.441 2.081 0.4 3.1 -2.6 -0.17
H 0.196 1.452 1.369 0.2 -0.5 -1.1 0.12
H -1.079 1.650 -1.151 0.9 -0.5 -0.2 0.09
H 0.687 0.669 -2.543 0.1 -0.7 -0.1 0.09
H 1.772 -1.549 -1.567 2.0 -1.9 -2.3 0.04
H -1.403 -0.656 2.062 1.9 -1.3 -0.3 0.09
```
Positions in Å, forces in eV/Å.


Record 7
Below is the ion C4H5N2O2 with charge -1, with properties calculated with wB97M-V/def2-TZVPD.

Calculated values
- highest occupied orbital energy (eV) = -2.685
- SMILES string = C[N-]NC(=O)C=C=O
- E_LUMO (eV) = 4.0
- total charge = -1

```
13
Properties=species:S:1:pos:R:3:forces:R:3:lowdin_charge:R:1
C -1.403 0.809 1.054 1.3 0.8 -0.1 -0.30
N -0.774 -0.435 0.761 0.6 -1.6 -1.6 -0.23
N 0.619 -0.487 0.871 0.5 0.7 1.1 -0.08
C 1.497 -0.637 -0.146 -1.6 -0.1 1.2 -0.58
O 2.632 -1.028 0.102 1.3 0.1 -0.7 -0.05
C 0.929 -0.345 -1.460 1.6 0.0 -0.3 -0.05
C -0.335 -0.330 -1.756 -3.9 0.5 -0.1 -0.22
O -1.400 -0.237 -2.296 2.2 -0.3 0.8 0.06
H -0.842 1.707 0.493 -1.4 -1.2 0.9 0.07
H -2.472 0.596 0.641 1.6 1.2 1.2 0.07
H -1.247 1.031 2.201 -1.1 0.1 -1.6 0.05
H 1.167 -0.619 1.751 -1.2 0.0 -0.4 0.14
H 1.630 -0.027 -2.216 0.1 -0.2 -0.3 0.10
```
Positions in Å, forces in eV/Å.


Record 8
Below is a cluster of 2 separate species, C4H5N2P in total, with properties calculated with wB97M-V/def2-TZVPD.

Calculated values
- highest occupied orbital energy (alpha / beta) (eV) = -7.724 / -7.615
- E_LUMO (alpha / beta) (eV) = -0.9 / -1.0

```
12
Properties=species:S:1:pos:R:3:forces:R:3:lowdin_charge:R:1
C 0.614 0.193 1.932 1.6 0.6 1.4 -0.15
C 0.522 1.204 0.936 -0.3 -0.5 0.0 -0.16
C 0.074 -0.945 1.447 -3.0 -0.9 -0.1 -0.15
C -0.269 0.670 -0.045 -0.5 2.2 -2.5 -0.26
N -0.318 -0.283 -3.233 0.9 -0.8 -0.9 -0.42
N -0.665 -0.535 0.328 0.4 -2.2 -0.8 -0.05
P -0.606 1.136 -2.830 0.3 -0.3 2.3 0.80
H 1.009 0.383 2.940 0.2 -0.5 -0.7 0.10
H 1.087 2.102 0.949 0.0 0.7 -0.1 0.06
H -0.225 -1.944 1.792 0.6 0.7 0.5 0.10
H 0.072 -0.841 -4.012 -0.8 0.7 0.7 0.00
H -1.295 -1.138 -0.203 0.7 0.4 0.2 0.13
```
Positions in Å, forces in eV/Å.


Record 9
Below is an isolated molecule of C4H5N2P, with properties calculated with wB97M-V/def2-TZVPD.

Calculated values
- highest occupied orbital energy (eV) = -8.161
- SMILES string = Nc1cnccp1
- E_LUMO (eV) = -0.4

```
12
Properties=species:S:1:pos:R:3:forces:R:3:lowdin_charge:R:1
N 2.018 -1.088 -0.138 -0.3 -0.3 0.2 0.01
C 0.763 -0.531 0.025 -2.5 -1.8 -1.2 -0.39
C 0.656 0.849 -0.086 0.3 -3.1 0.1 -0.24
N -0.394 1.592 -0.143 -2.2 0.1 0.4 0.04
C -1.576 0.998 -0.017 0.5 0.4 -0.4 -0.25
C -1.893 -0.379 0.002 -2.1 -0.8 0.6 -0.48
P -0.914 -1.783 -0.068 3.5 3.8 0.4 0.96
H 2.774 -0.480 -0.397 0.0 0.5 0.0 0.08
H 2.261 -1.631 0.654 0.5 -0.9 0.5 0.07
H 1.548 1.346 -0.042 2.5 1.4 -0.2 0.07
H -2.247 1.812 0.074 -1.8 -0.2 0.0 0.08
H -2.996 -0.705 0.136 1.6 1.1 -0.4 0.06
```
Positions in Å, forces in eV/Å.


Record 10
Below is the ion C4H5N2S with charge +1, with properties calculated with wB97M-V/def2-TZVPD.

Calculated values
- highest occupied orbital energy (eV) = -14.033
- SMILES string = CCC#[N+]N=C=S
- E_LUMO (eV) = -6.1
- total charge = +1

```
12
Properties=species:S:1:pos:R:3:forces:R:3:lowdin_charge:R:1
C -2.071 0.468 -0.483 -2.1 -2.5 -1.6 -0.03
C -1.188 -0.688 0.056 -1.4 0.6 -2.6 -0.19
C 0.179 -0.417 0.099 11.2 3.7 5.7 0.23
N 1.316 -0.034 0.759 -9.6 -3.2 -5.9 0.14
N 2.546 0.154 0.834 1.2 0.1 0.1 0.02
C 3.667 0.268 0.331 -0.6 0.0 0.1 -0.64
S 5.119 0.439 -0.140 -0.6 -0.1 0.2 0.95
H -1.768 0.638 -1.484 0.0 0.2 -1.1 0.07
H -1.774 1.270 0.043 0.4 3.1 1.9 0.04
H -3.239 0.328 -0.471 2.6 -0.2 0.3 0.15
H -1.279 -1.572 -0.549 -0.3 -0.7 -0.2 0.15
H -1.508 -0.854 1.004 -0.8 -1.1 3.2 0.11
```
Positions in Å, forces in eV/Å.


Record 11
Below is the ion C4H5N2S with charge +1, with properties calculated with wB97M-V/def2-TZVPD.

Calculated values
- highest occupied orbital energy (alpha / beta) (eV) = -12.515 / -12.514
- E_LUMO (alpha / beta) (eV) = -5.7 / -5.7
- total charge = +1

```
12
Properties=species:S:1:pos:R:3:forces:R:3:lowdin_charge:R:1
C -1.824 -0.521 0.404 -0.3 -0.5 -0.6 0.12
C -0.427 1.368 -0.039 0.3 0.6 0.2 -0.10
C 0.307 -1.530 -0.428 -0.2 -1.0 -0.1 -0.65
C 0.915 0.807 0.255 -0.2 0.4 0.6 -0.09
N -1.371 0.574 0.283 0.3 0.3 -0.1 0.01
N 1.040 -0.488 -0.498 0.1 0.2 -0.2 0.04
S -0.110 -3.010 -0.516 0.4 0.4 0.0 0.97
H -2.429 -1.031 1.119 -0.2 -0.1 0.6 0.10
H -0.621 2.261 -0.597 0.0 0.2 -0.2 0.13
H 1.717 1.460 -0.086 0.0 -0.2 0.0 0.14
H 1.038 0.583 1.317 0.2 0.0 -0.1 0.14
H 1.765 -0.474 -1.213 -0.2 -0.2 0.0 0.19
```
Positions in Å, forces in eV/Å.


Record 12
Below is an isolated molecule of C4H5N3, with properties calculated with wB97M-V/def2-TZVPD.

Calculated values
- highest occupied orbital energy (eV) = -8.859
- E_LUMO (eV) = 0.5

```
12
Properties=species:S:1:pos:R:3:forces:R:3:lowdin_charge:R:1
N 2.233 -0.123 -0.041 -0.1 0.1 0.1 0.05
C 1.135 0.495 0.323 0.3 -0.4 -0.1 -0.07
C -0.071 -0.422 0.201 0.0 0.0 -0.1 -0.40
N -0.997 -0.179 1.293 -0.2 0.2 -0.2 0.08
C -1.957 0.476 0.761 0.0 -0.1 0.3 -0.20
N -1.893 0.729 -0.637 0.3 -0.2 0.0 0.10
C -0.791 0.175 -0.985 -0.2 0.1 -0.1 -0.13
H 2.320 -1.117 -0.272 -0.2 0.2 0.0 0.11
H 3.095 0.402 -0.077 0.0 -0.1 0.1 0.09
H 0.135 -1.505 0.105 0.1 0.2 0.0 0.14
H -2.805 0.850 1.326 0.1 -0.1 -0.1 0.11
H -0.403 0.219 -1.998 -0.1 0.0 0.1 0.12
```
Positions in Å, forces in eV/Å.


The records above yield relative energy (zero: lowest compared OMol25 entry of this formula, charge and spin) values of 200.41; 0.00; 641.14; 391.48; 329.47; 556.05; 356.64; 332.79; 134.90; 349.90; 196.35; 317.84 kJ/mol, respectively.